Record 1
{"formula": "C50H40CrN9P2", "method": "the ωB97M-V functional and the def2-TZVPD basis", "species": ["Cr", "N", "P", "C", "C", "C", "C", "C", "C", "C", "C", "C", "C", "C", "C", "P", "C", "C", "C", "C", "C", "C", "C", "C", "C", "C", "C", "C", "H", "H", "H", "H", "H", "H", "H", "H", "H", "H", "H", "H", "H", "H", "H", "H", "H", "H", "H", "H", "H", "N", "C", "C", "C", "C", "C", "N", "C", "H", "H", "H", "H", "C", "C", "N", "C", "C", "N", "C", "N", "N", "N", "C", "C", "C", "C", "C", "C", "H", "H", "H", "H", "H", "H", "H", "H", "H", "H", "H", "N", "C", "C", "C", "C", "C", "C", "C", "C", "C", "H", "H", "H", "H"], "xyz": [[-1.183, -0.402, -0.660], [0.965, -0.992, 1.635], [1.103, -0.811, -0.047], [2.007, -2.218, -0.719], [2.966, -2.899, 0.023], [3.728, -3.889, -0.579], [3.550, -4.185, -1.927], [2.590, -3.512, -2.670], [1.808, -2.541, -2.059], [2.265, 0.583, -0.222], [3.181, 0.642, -1.273], [3.962, 1.775, -1.456], [3.842, 2.856, -0.592], [2.934, 2.807, 0.457], [2.144, 1.678, 0.635], [-0.651, -0.678, 2.234], [-0.337, -0.329, 3.990], [0.919, -0.169, 4.566], [1.039, 0.138, 5.918], [-0.091, 0.290, 6.701], [-1.351, 0.135, 6.134], [-1.473, -0.167, 4.789], [-1.450, -2.314, 2.227], [-1.006, -3.350, 2.938], [-1.530, -4.710, 2.742], [-2.364, -4.985, 1.739], [-2.800, -3.930, 0.765], [-2.490, -2.456, 1.144], [1.723, -0.595, 2.174], [3.116, -2.660, 1.069], [4.472, -4.423, -0.002], [4.155, -4.951, -2.396], [2.435, -3.760, -3.712], [1.033, -2.035, -2.627], [3.300, -0.201, -1.944], [4.677, 1.807, -2.268], [4.459, 3.735, -0.730], [2.836, 3.643, 1.140], [1.424, 1.663, 1.447], [1.826, -0.295, 3.990], [2.023, 0.252, 6.356], [0.006, 0.527, 7.753], [-2.238, 0.248, 6.743], [-2.460, -0.295, 4.356], [-0.203, -3.208, 3.656], [-1.214, -5.489, 3.425], [-2.739, -5.994, 1.607], [-3.841, -4.079, 0.472], [-3.347, -1.796, 1.324], [-6.795, 2.065, 1.170], [-6.151, 1.501, 0.405], [-5.335, 0.808, -0.563], [-5.852, 0.352, -1.768], [-5.004, -0.296, -2.647], [-3.677, -0.464, -2.293], [-3.178, -0.020, -1.133], [-3.993, 0.598, -0.285], [-6.899, 0.496, -1.999], [-5.359, -0.675, -3.594], [-2.990, -0.988, -2.944], [-3.567, 0.931, 0.653], [-1.549, 3.009, 0.808], [-0.921, 2.807, -0.525], [-0.683, 1.659, -1.131], [-0.054, 1.955, -2.330], [0.089, 3.291, -2.443], [-0.472, 3.824, -1.299], [-0.454, 5.229, -0.950], [0.770, 5.623, -0.316], [1.046, 5.188, 0.937], [2.199, 5.616, 1.287], [2.722, 6.356, 0.239], [3.944, 7.032, 0.131], [4.191, 7.691, -1.048], [3.249, 7.690, -2.104], [2.044, 7.034, -2.008], [1.808, 6.362, -0.802], [-1.656, 2.044, 1.304], [-2.536, 3.472, 0.718], [-0.925, 3.649, 1.432], [0.281, 1.184, -3.004], [0.537, 3.906, -3.206], [-1.296, 5.449, -0.300], [-0.554, 5.804, -1.866], [4.652, 7.032, 0.949], [5.121, 8.228, -1.179], [3.482, 8.229, -3.013], [1.329, 7.050, -2.821], [0.601, -8.578, -4.505], [0.181, -7.748, -3.830], [-0.349, -6.702, -2.982], [0.327, -6.346, -1.818], [-0.163, -5.324, -1.022], [-1.339, -4.657, -1.366], [-2.018, -5.041, -2.521], [-1.525, -6.047, -3.335], [-1.898, -3.642, -0.442], [-1.718, -2.325, -0.208], [1.239, -6.864, -1.550], [0.367, -5.033, -0.122], [-2.942, -4.540, -2.787], [-2.047, -6.333, -4.238]], "forces_ev_per_a": [[0.224, 0.440, -0.113], [-0.213, 0.144, -0.155], [0.460, -0.013, 0.310], [0.038, 0.038, -0.027], [0.043, -0.062, -0.005], [-0.009, 0.009, -0.029], [-0.016, -0.014, 0.038], [-0.053, -0.053, 0.056], [-0.015, 0.019, 0.007], [-0.014, 0.003, -0.098], [0.036, 0.020, 0.046], [-0.016, 0.002, 0.021], [-0.020, -0.076, -0.063], [0.054, -0.128, 0.112], [-0.011, 0.011, -0.065], [0.056, -0.101, -0.229], [-0.033, 0.015, 0.045], [-0.029, -0.015, 0.064], [0.023, -0.006, -0.074], [-0.040, -0.002, 0.017], [0.010, -0.004, -0.025], [0.049, -0.010, 0.028], [-0.042, 0.115, 0.045], [0.024, -0.251, 0.037], [0.040, 0.152, 0.087], [-0.005, 0.093, -0.086], [0.130, 0.075, -0.068], [0.226, -0.005, -0.025], [0.084, -0.176, 0.052], [-0.005, -0.001, -0.010], [-0.013, 0.000, -0.007], [-0.008, 0.016, 0.010], [-0.001, 0.015, 0.028], [0.007, 0.001, -0.002], [-0.017, -0.005, 0.021], [-0.005, -0.003, 0.007], [0.010, 0.005, -0.002], [0.174, -0.403, -0.101], [0.012, -0.007, 0.003], [0.024, 0.020, 0.045], [-0.006, 0.000, -0.015], [-0.010, -0.004, -0.019], [0.003, 0.001, -0.010], [0.009, 0.006, -0.003], [-0.027, -0.019, 0.003], [0.001, 0.035, -0.005], [0.029, 0.017, -0.031], [-0.032, -0.020, 0.028], [-0.032, 0.008, -0.032], [0.045, -0.014, -0.002], [0.061, -0.117, -0.192], [-0.099, 0.167, 0.259], [-0.170, -0.017, -0.066], [0.072, -0.023, -0.028], [-0.106, -0.032, -0.030], [-0.409, -0.043, -0.211], [0.035, 0.058, 0.107], [0.024, 0.014, -0.012], [-0.009, 0.011, 0.021], [0.015, 0.000, 0.007], [-0.004, -0.001, 0.001], [-0.041, -0.068, -0.022], [0.139, 0.046, -0.044], [-0.180, -0.226, -0.116], [0.046, -0.186, 0.141], [-0.009, 0.092, 0.098], [0.055, 0.104, -0.102], [-0.043, -0.013, -0.108], [-0.036, -0.099, 0.158], [0.055, 0.383, -0.045], [-0.293, 0.406, -0.275], [0.214, -0.045, 0.383], [0.044, 0.021, -0.009], [-0.043, -0.043, -0.017], [0.029, 0.005, 0.042], [0.021, -0.026, 0.043], [-0.125, -0.022, -0.160], [0.036, 0.013, 0.000], [0.011, -0.009, -0.001], [0.004, -0.030, -0.013], [-0.049, 0.008, 0.006], [-0.021, -0.009, 0.040], [-0.018, -0.017, 0.051], [-0.056, 0.074, 0.015], [-0.022, -0.002, -0.020], [-0.024, -0.002, -0.005], [0.006, -0.011, 0.017], [0.013, -0.003, 0.021], [0.003, 0.053, 0.025], [-0.135, 0.150, 0.149], [0.140, -0.169, -0.133], [0.059, 0.068, 0.006], [0.038, -0.009, -0.008], [-0.126, 0.147, 0.000], [0.021, 0.065, -0.077], [-0.029, 0.010, -0.020], [0.161, -0.386, 0.120], [-0.371, -0.126, 0.194], [-0.013, 0.013, 0.002], [-0.017, -0.017, -0.026], [0.013, -0.024, 0.021], [-0.003, 0.000, 0.005]], "homo_energy_ev": [-10.20, -10.19], "s_squared": 6.0347, "multiplicity": 5, "total_charge": 1}

---

Record 2
{"formula": "C50H40N4O3S6W", "method": "the ωB97M-V functional and the def2-TZVPD basis", "species": ["W", "C", "C", "C", "C", "C", "C", "C", "S", "O", "C", "C", "C", "C", "C", "C", "C", "C", "C", "C", "C", "C", "C", "C", "C", "C", "C", "C", "C", "C", "S", "O", "C", "C", "C", "C", "C", "C", "C", "H", "H", "H", "H", "H", "H", "H", "H", "H", "H", "H", "H", "H", "H", "H", "H", "H", "H", "H", "H", "H", "H", "H", "H", "H", "H", "S", "C", "C", "N", "C", "S", "C", "N", "S", "C", "N", "C", "C", "C", "N", "H", "H", "H", "H", "C", "C", "C", "C", "C", "C", "C", "S", "C", "O", "H", "H", "H", "H", "H", "H", "H", "H", "H", "H"], "xyz": [[0.839, 0.394, -1.940], [-6.389, -0.078, -4.265], [-5.090, 0.197, -3.599], [-3.879, -0.036, -4.195], [-2.718, -0.055, -3.456], [-2.834, 0.161, -2.080], [-4.040, 0.471, -1.463], [-5.155, 0.488, -2.235], [-1.496, -0.021, -0.872], [-1.832, 0.836, 0.261], [-1.501, -1.771, -0.561], [-1.461, -2.601, -1.681], [-1.281, -3.936, -1.536], [-0.842, -4.452, -0.267], [-0.457, -5.823, -0.109], [-0.246, -6.318, 1.151], [-0.302, -5.491, 2.292], [-0.536, -4.161, 2.142], [-0.835, -3.566, 0.880], [-1.281, -2.207, 0.726], [-1.677, -1.555, 2.005], [-2.878, -1.985, 2.617], [-3.773, -2.820, 1.895], [-4.964, -3.219, 2.465], [-5.254, -2.864, 3.773], [-4.350, -2.140, 4.506], [-3.130, -1.711, 3.925], [-2.286, -0.821, 4.671], [-1.165, -0.315, 4.000], [-0.865, -0.724, 2.702], [0.690, -0.182, 2.031], [1.843, -0.976, 2.564], [0.831, 1.515, 2.710], [2.021, 1.821, 3.277], [2.255, 3.153, 3.728], [1.203, 4.083, 3.707], [1.495, 5.585, 3.973], [-0.026, 3.672, 3.168], [-0.217, 2.418, 2.624], [-6.842, 0.859, -4.438], [-7.082, -0.711, -3.736], [-6.200, -0.551, -5.224], [-3.830, -0.353, -5.239], [-1.749, -0.256, -3.853], [-4.076, 0.741, -0.463], [-6.128, 0.808, -1.855], [-1.667, -2.318, -2.683], [-1.387, -4.650, -2.372], [-0.377, -6.461, -0.967], [0.065, -7.340, 1.290], [-0.069, -5.824, 3.278], [-0.491, -3.464, 2.943], [-3.527, -3.211, 0.886], [-5.602, -3.813, 1.921], [-6.192, -3.195, 4.202], [-4.550, -1.964, 5.538], [-2.543, -0.585, 5.704], [-0.524, 0.426, 4.466], [2.739, 1.045, 3.405], [3.174, 3.351, 4.186], [2.230, 6.015, 3.281], [1.891, 5.726, 4.998], [0.561, 6.181, 3.954], [-0.818, 4.367, 3.146], [-1.251, 2.181, 2.362], [0.787, -1.054, -3.720], [1.990, -2.170, -3.354], [2.511, -2.949, -4.435], [2.962, -3.514, -5.321], [2.499, -2.299, -2.075], [1.892, -1.284, -0.788], [3.497, -3.287, -1.839], [4.360, -3.976, -1.601], [0.895, 2.837, -0.617], [0.188, 3.179, -2.117], [-0.077, 4.429, -2.564], [-0.679, 4.670, -3.759], [-0.988, 3.617, -4.603], [-0.619, 2.375, -4.130], [-0.072, 2.130, -2.942], [0.013, 5.221, -1.971], [-0.780, 5.720, -3.962], [-1.288, 3.785, -5.630], [-0.910, 1.495, -4.721], [5.952, 1.022, 2.959], [5.500, 1.398, 1.606], [5.427, 0.341, 0.670], [4.863, 0.571, -0.556], [4.365, 1.810, -0.898], [4.477, 2.852, -0.019], [5.013, 2.612, 1.264], [3.763, 2.185, -2.475], [4.859, 1.588, -3.678], [2.510, 1.248, -2.807], [5.094, 0.801, 3.682], [6.448, 1.807, 3.556], [6.586, 0.149, 2.888], [5.691, -0.671, 0.921], [4.872, -0.267, -1.290], [4.041, 3.815, -0.278], [5.027, 3.420, 1.970], [4.790, 0.466, -3.656], [5.807, 1.934, -3.394], [4.559, 2.023, -4.583]], "forces_ev_per_a": [[0.445, 1.239, 1.007], [0.721, -0.271, -1.166], [-0.940, -1.074, 1.200], [0.510, -0.619, -1.212], [-0.091, 0.416, 1.858], [0.648, -0.037, 0.287], [0.583, -0.093, -1.341], [-0.871, 0.771, -0.716], [0.017, 0.173, -1.471], [0.079, -0.106, 0.271], [0.242, 0.933, 0.883], [-0.350, -1.032, -0.383], [1.020, -1.235, 0.834], [-0.123, 0.291, 0.033], [-0.522, 0.889, 0.845], [0.386, -0.041, -0.109], [0.169, 0.782, -0.608], [-0.316, 0.827, -0.852], [-0.426, -1.423, -1.065], [0.162, -1.031, 0.002], [0.647, 0.353, -0.458], [0.244, -1.389, -2.424], [-0.715, -0.630, -0.418], [2.368, 1.180, -0.130], [-0.172, 0.299, 0.966], [-0.232, -0.801, -0.541], [-0.881, 1.653, 2.715], [1.261, -0.057, -1.474], [-1.508, -0.052, 2.073], [0.559, 0.470, 0.503], [0.675, 0.283, -0.904], [-0.648, 0.359, 0.033], [-1.277, -1.538, -0.715], [0.654, 1.958, 0.669], [-2.256, -1.411, -0.422], [1.265, 0.819, -1.083], [-0.718, -0.577, 1.113], [1.127, -0.139, 0.003], [-0.685, 0.414, 0.880], [-0.971, 1.063, -0.396], [0.053, -0.130, 0.554], [-0.159, 0.027, -0.238], [-0.117, 0.291, 0.183], [0.339, -0.346, -0.507], [0.005, 0.234, 1.814], [0.295, -0.376, 0.226], [-0.279, 0.873, -0.460], [0.125, 0.637, 0.413], [-0.028, -0.183, -0.340], [-0.111, -0.285, -0.093], [0.073, -0.579, 0.383], [0.052, 0.083, 0.916], [-0.149, 0.576, 0.753], [-1.462, -1.284, -1.129], [0.093, 0.077, 0.152], [-0.039, 0.370, 0.557], [0.210, 0.095, -0.357], [-0.054, -0.248, 0.182], [0.608, -0.416, -0.030], [1.298, 0.583, 0.518], [-0.283, -0.290, 0.037], [-0.037, -0.138, -0.504], [0.516, -0.347, -0.233], [-0.880, 0.717, 0.014], [0.560, -0.350, -0.448], [-1.057, 0.341, -0.627], [1.196, -0.564, 0.828], [-0.203, 0.203, 0.382], [0.167, -0.315, -0.439], [-0.657, 0.352, -0.858], [0.430, -0.936, -0.047], [-1.783, 1.844, 0.045], [1.992, -1.763, 0.493], [-0.457, -0.470, -0.688], [0.809, -0.413, 1.062], [-1.201, -0.372, -1.314], [0.508, -0.663, -0.103], [0.924, 1.599, 0.424], [-0.791, -1.660, -0.116], [-0.696, 1.143, -0.819], [0.487, 0.475, 0.892], [-0.374, 0.163, -0.338], [-0.374, -0.097, 0.248], [0.588, 0.351, 0.183], [-0.524, 0.434, 2.275], [-0.172, -2.079, 0.145], [-0.615, 0.640, -0.122], [0.553, -2.086, -1.024], [0.619, -0.241, -0.581], [-0.397, 0.717, 1.282], [-0.614, 1.653, -1.323], [-2.423, 0.521, 0.298], [-0.364, -2.450, 0.980], [0.690, 0.254, 0.283], [0.734, -0.146, -1.312], [0.211, -0.116, -0.747], [0.135, -0.151, 0.321], [0.387, -0.078, 0.184], [-0.230, 0.719, 0.587], [0.284, -0.050, 0.133], [0.041, 0.255, 0.208], [0.271, 1.057, -0.308], [1.597, 0.384, 0.240], [-0.398, 0.333, -1.376]], "homo_energy_ev": [-12.15, -12.15], "s_squared": 2.0868, "multiplicity": 3, "total_charge": 2}

---

What M values result from the calculations? In sequence: 880.88, 1121.14 g mol⁻¹.
What energy above the lowest of the compared OMol25 structures with the same formula, charge and spin values result from the calculations? In sequence: 24.7, 30.7 kcal per mole.